# 1
ClH62O35 | ωB97M-V with the def2-TZVPD basis set

```
98
Properties=species:S:1:pos:R:3
Cl -0.443 0.018 0.059
O -1.279 -0.924 -0.557
O -0.330 -0.367 1.409
O 0.828 0.030 -0.563
O -1.036 1.315 -0.016
O 3.561 3.882 2.255
H 4.146 4.165 1.553
H 2.841 3.440 1.805
O 1.197 2.967 1.492
H 1.219 2.752 2.424
H 0.634 2.298 1.104
O -4.619 -1.539 -5.164
H -5.516 -1.636 -4.843
H -4.070 -1.780 -4.418
O 0.864 2.628 -2.971
H 0.584 2.648 -2.056
H 0.345 1.928 -3.366
O -1.486 -4.465 -2.358
H -1.265 -5.334 -2.024
H -2.436 -4.403 -2.254
O 2.462 0.211 -6.146
H 1.599 0.145 -6.554
H 2.365 -0.232 -5.303
O 0.868 -3.415 -0.584
H 0.267 -4.156 -0.663
H 0.347 -2.654 -0.841
O 1.287 -1.277 3.903
H 0.381 -0.969 3.949
H 1.243 -2.073 3.374
O 3.299 -0.445 2.111
H 2.549 -0.731 2.632
H 2.912 -0.044 1.333
O 3.801 3.066 -1.652
H 4.128 3.772 -1.094
H 3.112 3.473 -2.177
O -3.046 -1.601 -2.805
H -2.396 -1.105 -2.307
H -3.438 -2.193 -2.164
O 0.632 -3.541 2.501
H 0.545 -2.982 1.729
H -0.212 -3.467 2.947
O -3.658 1.323 -3.097
H -3.527 0.381 -3.206
H -3.964 1.421 -2.195
O 1.229 -1.180 -3.877
H 1.785 -0.733 -3.239
H 1.175 -2.081 -3.560
O 3.298 0.118 -2.629
H 3.016 0.687 -1.912
H 3.970 0.623 -3.086
O -1.805 -3.681 3.970
H -1.772 -4.255 4.735
H -2.606 -3.938 3.512
O 0.763 5.580 2.677
H 1.486 5.561 3.304
H 0.586 4.659 2.487
O -4.303 -4.116 -1.600
H -4.501 -4.616 -0.808
H -5.027 -4.312 -2.195
O -1.509 -0.163 4.295
H -1.356 0.102 3.388
H -2.459 -0.118 4.401
O 3.624 -2.435 -1.223
H 3.491 -1.568 -1.608
H 2.742 -2.795 -1.133
O 5.413 -2.815 0.831
H 6.203 -2.416 0.466
H 4.798 -2.843 0.098
O -1.679 2.633 2.531
H -1.514 2.186 1.701
H -2.057 3.475 2.279
O 2.477 4.706 -3.577
H 2.356 4.647 -4.525
H 1.921 4.013 -3.220
O 2.629 0.059 5.831
H 2.212 -0.444 5.132
H 3.074 0.775 5.379
O -1.974 -4.093 -5.088
H -1.058 -4.319 -5.254
H -2.059 -4.121 -4.135
O -0.683 0.852 -4.337
H -0.381 -0.052 -4.250
H -0.512 1.075 -5.252
O -4.599 0.610 -0.618
H -3.847 0.205 -0.186
H -5.290 0.600 0.044
O 0.373 4.718 -0.567
H 0.579 4.375 0.302
H 1.124 5.266 -0.793
O -0.694 1.687 6.470
H -0.971 1.094 5.771
H -0.456 1.108 7.195
O -4.211 -0.472 4.283
H -4.232 -0.550 5.237
H -4.571 -1.301 3.967
O 0.475 2.677 4.240
H -0.320 2.379 3.798
H 0.356 2.412 5.152
```

Properties
* 2S+1: 1
* HOMO-LUMO gap: 8.17 eV
* total charge: -1
* HOMO level: -7.640 eV

=====

# 2
C21H60O15 | ωB97M-V with the def2-TZVPD basis set

```
96
Properties=species:S:1:pos:R:3
C -1.221 2.869 4.103
C -2.524 2.589 3.426
O -3.032 1.429 4.016
O -0.595 4.087 3.479
H -0.569 2.037 4.287
H -1.689 3.070 5.112
H -2.214 2.397 2.385
H -3.114 3.398 3.261
H -3.768 0.998 3.490
H 0.253 3.816 2.856
C -0.464 -3.022 -2.613
C 0.678 -2.597 -3.472
O 0.117 -2.859 -4.751
O -0.062 -3.195 -1.221
H -0.907 -3.953 -2.992
H -1.259 -2.200 -2.623
H 1.625 -3.272 -3.329
H 0.823 -1.554 -3.255
H 0.391 -3.744 -4.956
H 0.270 -4.181 -0.905
C -0.092 -0.251 0.630
C -0.682 0.448 -0.563
O -0.058 1.664 -0.854
O -0.676 -1.529 0.737
H -0.442 0.368 1.361
H 0.991 -0.259 0.778
H -1.708 0.523 -0.616
H -0.447 -0.196 -1.321
H 0.228 1.613 -1.682
H -0.471 -1.999 -0.151
C 1.669 3.809 -2.890
C 2.237 2.431 -3.471
O 1.799 1.292 -2.760
O 2.332 4.766 -3.609
H 2.154 3.739 -2.059
H 0.784 3.790 -3.214
H 3.360 2.359 -3.314
H 2.109 2.423 -4.565
H 2.612 0.888 -2.495
H 3.310 4.851 -3.428
C 4.266 -1.324 -1.638
C 3.878 -2.117 -0.399
O 4.174 -3.352 -0.524
O 4.059 -0.020 -1.499
H 3.653 -1.775 -2.436
H 5.371 -1.474 -2.026
H 2.751 -2.070 -0.178
H 4.316 -1.765 0.500
H 4.912 -3.438 0.039
H 4.660 0.435 -0.817
C 2.219 2.491 2.583
C 1.938 3.296 1.343
O 0.546 3.305 1.142
O 3.581 2.596 2.947
H 1.662 1.604 2.592
H 1.640 3.022 3.616
H 2.262 2.870 0.518
H 2.266 4.388 1.403
H 0.259 2.633 0.663
H 3.858 2.431 3.894
C -3.765 -1.462 2.336
C -5.020 -0.896 1.754
C -6.273 -1.292 2.631
O -4.882 0.552 1.726
H -3.889 -1.139 3.466
H -3.018 -0.953 1.753
H -3.580 -2.537 2.133
H -4.825 -1.132 0.811
H -6.122 -0.595 3.526
H -6.152 -2.307 2.898
H -7.227 -1.131 1.915
H -5.392 0.757 0.895
C 1.695 -2.331 3.040
C 0.554 -2.828 4.045
C 0.690 -4.249 4.613
O 0.854 -1.787 4.961
H 1.655 -1.216 2.741
H 1.460 -2.934 2.138
H 2.488 -2.617 3.507
H -0.531 -2.449 3.727
H -0.170 -4.561 5.359
H 1.553 -4.432 5.328
H 0.806 -4.703 3.628
H 0.014 -1.588 5.297
C -0.656 0.948 -5.995
C -1.156 0.423 -4.713
C -1.948 1.494 -3.933
O -1.801 -0.855 -4.746
H -1.451 0.892 -6.853
H 0.280 0.350 -6.049
H -0.353 2.016 -6.063
H -0.255 0.175 -4.063
H -1.441 2.429 -3.743
H -2.325 0.912 -3.071
H -2.769 1.904 -4.490
H -1.079 -1.440 -5.014
```

Properties
* ΔE to the lowest compared entry with this formula, charge and spin: 1225.1 kJ/mol
* 2S+1: 1
* SMILES string: CC(C)O.CC(C)O.CC(C)O.OCCO.OCCO.OCCO.OCCO.OCCO.OCCO
* HOMO-LUMO gap: 8.87 eV
* total charge: 0
* HOMO level: -8.861 eV

=====

# 3
C34H28Cl3GeN3O5S2Ti | ωB97M-V with the def2-TZVPD basis set

```
77
Properties=species:S:1:pos:R:3
Ti -0.251 0.664 0.844
O -2.344 -1.864 3.245
C -1.841 -0.944 2.657
O -1.017 -0.972 1.613
C -2.164 0.450 3.059
C -3.056 0.846 4.068
C -3.056 2.218 4.380
C -2.328 3.147 3.623
C -1.577 2.671 2.559
N -1.501 1.363 2.351
C -0.612 3.449 1.784
O -0.397 4.609 1.873
O -0.007 2.652 0.937
H -3.560 0.168 4.718
H -3.748 2.569 5.167
H -2.370 4.192 3.859
S -2.308 0.673 -0.832
C -1.047 1.218 -1.948
C -1.298 1.657 -3.262
C -0.219 2.154 -3.936
C 1.010 2.321 -3.346
C 1.177 1.868 -2.030
N 0.173 1.316 -1.363
H -2.235 1.620 -3.758
H -0.400 2.475 -4.951
H 1.901 2.713 -3.847
H 2.054 2.065 -1.445
Ge -3.310 -1.094 -1.850
C -3.163 -2.753 -0.810
C -2.797 -4.019 -1.403
C -2.871 -5.137 -0.600
C -3.183 -5.089 0.751
C -3.538 -3.863 1.282
C -3.496 -2.677 0.529
C -2.896 -1.379 -3.745
C -1.628 -1.860 -4.080
C -1.220 -2.012 -5.418
C -2.112 -1.681 -6.432
C -3.339 -1.124 -6.100
C -3.770 -0.997 -4.792
H -4.701 -0.485 -1.842
H -2.483 -4.088 -2.453
H -2.781 -6.120 -1.012
H -3.251 -5.936 1.377
H -3.688 -3.768 2.383
H -3.814 -1.685 0.981
H -1.060 -2.202 -3.233
H -0.196 -2.432 -5.675
H -1.807 -1.885 -7.441
H -4.067 -0.938 -6.873
H -4.720 -0.663 -4.522
Cl 2.526 -4.132 -1.790
C 2.466 -2.346 -1.690
Cl 2.048 -1.611 -3.155
Cl 3.946 -1.669 -1.094
C 1.515 -1.825 -0.697
N 0.984 -1.029 -0.082
C 6.557 3.884 1.732
C 5.591 2.904 2.211
C 4.257 3.149 2.109
C 3.352 2.155 2.235
C 3.789 0.900 2.578
C 5.112 0.595 2.692
C 6.048 1.615 2.525
S 2.535 -0.391 2.556
C 2.508 -0.903 4.271
O 1.244 0.452 2.405
H 6.072 4.788 1.664
H 7.022 3.518 0.827
H 7.304 4.074 2.507
H 3.885 4.119 1.721
H 2.288 2.333 2.042
H 5.438 -0.410 2.895
H 7.103 1.444 2.767
H 2.642 -0.021 4.923
H 3.188 -1.668 4.437
H 1.489 -1.335 4.371
```

Properties
* ΔE to the lowest compared entry with this formula, charge and spin: 54.3 kJ/mol
* 2S+1: 2
* HOMO-LUMO gap (alpha / beta): 8.01 / 8.63 eV
* total charge: +1
* HOMO level (alpha / beta): -10.685 / -11.313 eV

=====

# 4
C50H60N4OSZn | ωB97M-V with the def2-TZVPD basis set

```
117
Properties=species:S:1:pos:R:3
Zn 0.284 -0.010 -0.682
C 0.556 -1.515 5.898
C 0.518 -0.133 5.236
C 0.972 -0.196 3.809
C 2.241 -0.146 3.378
C 3.468 0.097 4.203
C 3.970 1.538 4.077
C 2.281 -0.361 1.930
N 0.958 -0.611 1.499
C 0.025 -0.402 2.644
C -0.965 0.717 2.588
C -1.322 1.521 1.569
C -2.400 2.528 1.714
C -3.103 2.857 2.992
C -2.256 3.741 3.913
C -2.592 3.067 0.503
C -1.625 2.423 -0.417
C -1.595 2.720 -1.766
C -0.685 2.161 -2.703
N 0.315 1.370 -2.359
C 0.984 1.016 -3.516
C 2.147 0.299 -3.513
C 2.857 -0.167 -2.383
N 2.377 -0.154 -1.095
C 3.415 -0.453 -0.300
C 3.370 -0.399 1.148
C 4.590 -0.695 -1.058
C 4.226 -0.536 -2.390
C 5.105 -0.637 -3.598
C 5.690 0.711 -4.035
C 5.939 -1.026 -0.499
C 6.748 0.210 -0.087
C 0.325 1.627 -4.653
C -0.712 2.353 -4.150
C -1.692 3.213 -4.885
C -1.348 4.703 -4.796
C 0.699 1.420 -6.087
C 0.113 0.121 -6.649
N -0.860 1.539 0.264
C -3.608 4.088 0.096
C -4.858 3.450 -0.519
H 0.186 -1.471 6.927
H 1.577 -1.900 5.913
H -0.054 -2.227 5.342
H 1.147 0.561 5.803
H -0.498 0.266 5.290
H 4.255 -0.594 3.886
H 3.261 -0.130 5.253
H 4.158 1.786 3.032
H 4.892 1.692 4.643
H 3.216 2.235 4.449
H -1.500 0.880 3.518
H -3.366 1.933 3.515
H -4.048 3.362 2.771
H -1.305 3.257 4.135
H -2.771 3.948 4.855
H -2.035 4.693 3.424
H -2.331 3.420 -2.141
H 2.625 0.136 -4.475
H 4.331 -0.322 1.646
H 4.541 -1.066 -4.432
H 5.925 -1.334 -3.397
H 4.889 1.418 -4.253
H 6.318 0.610 -4.926
H 6.295 1.142 -3.235
H 6.515 -1.596 -1.236
H 5.825 -1.681 0.370
H 6.923 0.858 -0.948
H 7.718 -0.063 0.341
H 6.199 0.796 0.653
H -2.695 3.052 -4.478
H -1.735 2.912 -5.936
H -1.285 5.015 -3.752
H -2.097 5.323 -5.298
H -0.376 4.897 -5.254
H 1.789 1.393 -6.183
H 0.358 2.268 -6.689
H 0.448 -0.732 -6.057
H 0.409 -0.038 -7.690
H -0.977 0.143 -6.598
H -3.161 4.779 -0.624
H -3.896 4.688 0.964
H -4.587 2.827 -1.372
H -5.571 4.209 -0.852
H -5.353 2.807 0.211
C 0.273 -2.799 -2.894
C -0.644 -2.828 -1.675
C -1.833 -3.758 -1.946
C -1.081 -1.424 -1.270
H 0.556 -3.808 -3.218
H 1.184 -2.238 -2.679
H -0.232 -2.302 -3.733
H -0.073 -3.250 -0.840
H -2.433 -3.371 -2.778
H -2.483 -3.815 -1.068
H -1.515 -4.778 -2.202
H -1.793 -1.507 -0.435
H -1.649 -0.972 -2.102
C -5.923 -3.861 1.989
C -6.226 -4.904 3.031
O -7.303 -5.447 3.132
S -4.947 -5.343 4.190
C -3.573 -4.336 3.723
C -2.657 -4.781 2.760
C -1.633 -3.967 2.335
C -1.460 -2.669 2.866
C -2.374 -2.250 3.850
C -3.410 -3.067 4.269
C -0.398 -1.841 2.385
C 0.583 -2.083 1.444
H -6.749 -3.833 1.282
H -4.980 -4.052 1.481
H -5.824 -2.889 2.476
H -2.778 -5.769 2.331
H -0.941 -4.290 1.567
H -2.272 -1.258 4.275
H -4.114 -2.715 5.015
```

Properties
* ΔE to the lowest compared entry with this formula, charge and spin: 129.3 kJ/mol
* 2S+1: 1
* HOMO-LUMO gap: 4.78 eV
* total charge: -2
* HOMO level: -0.675 eV

=====

Question: Look up the total charge of the second one.
Answer: 0